[1]
Entry from the OMol25 dataset: a structure of composition C14H12FO13PS2 at a distorted geometry (the ωB97M-V functional and the def2-TZVPD basis).

Calculated values
relative energy (zero: lowest compared OMol25 entry of this formula, charge and spin)	14.0	kcal/mol

Atoms and positions in Å:
O: 2.33720 1.91772 1.99246
P: 2.32878 0.51260 1.69021
O: 2.54565 0.25552 0.15463
O: 3.40869 -0.25115 2.50509
C: 0.66360 -0.21025 2.07828
S: 0.62470 -2.06451 2.31037
O: 0.63401 -2.36199 3.67803
O: -0.45480 -2.54486 1.58756
F: 1.93866 -2.61807 1.71658
C: 0.02539 0.56042 3.18580
O: -1.38099 0.26490 3.02699
S: -1.64192 0.45869 1.46121
O: -2.61394 -0.45387 1.11390
O: -1.73453 1.79291 1.07496
O: -0.13640 -0.01180 0.93655
H: 1.91291 0.85854 -0.29840
H: 4.06465 -0.71815 1.94688
H: 0.13177 1.59641 2.86046
H: 0.44911 0.46225 4.17303
C: -4.31486 3.05037 -0.00969
C: -5.28303 2.13739 0.00824
C: -6.56813 2.36135 -0.69963
O: -7.45206 1.53218 -0.68270
C: -6.73304 3.64369 -1.43157
C: -5.76671 4.55676 -1.45110
C: -4.48097 4.33118 -0.74209
O: -3.59989 5.16376 -0.76262
H: -3.37098 2.90005 0.50271
H: -5.18195 1.19556 0.53391
H: -7.67739 3.78635 -1.94138
H: -5.86679 5.49730 -1.97785
C: 4.24758 -3.98289 -1.24335
C: 3.50708 -4.22841 -2.32001
C: 3.63397 -3.39435 -3.54346
O: 2.96049 -3.61211 -4.52552
C: 4.61905 -2.28122 -3.51572
C: 5.35821 -2.03957 -2.43668
C: 5.22982 -2.87566 -1.21789
O: 5.89941 -2.65785 -0.22866
H: 4.17690 -4.57462 -0.33925
H: 2.78635 -5.03499 -2.35961
H: 4.69521 -1.68636 -4.41687
H: 6.07920 -1.23319 -2.39380

[2]
Entry from the OMol25 dataset: a cluster of 2 separate species, C4H12 in total at a distorted geometry (the ωB97M-V functional and the def2-TZVPD basis).

Calculated values
SMILES	CC.CC
relative energy (zero: lowest compared OMol25 entry of this formula, charge and spin)	24.8	kcal/mol

Atoms and positions in Å:
C: -0.15485 0.87683 1.60060
C: -0.17180 1.80775 2.79640
H: 0.72569 1.01980 0.97732
H: -0.26082 -0.11225 1.98906
H: -1.06179 0.80071 0.93459
H: -0.72911 2.77614 2.90522
H: 0.81799 2.19962 2.96403
H: -0.54301 1.20051 3.62490
C: -0.29654 -0.91437 -1.82785
C: 0.70887 -1.72349 -2.56865
H: -0.86508 -0.25276 -2.47896
H: -0.90990 -1.61119 -1.28012
H: 0.04383 -0.06542 -1.12329
H: 1.54262 -1.16350 -2.90990
H: 0.28655 -2.12392 -3.48419
H: 0.86735 -2.71444 -2.11917

[3]
Entry from the OMol25 dataset: a cluster of 5 separate species, C32H64F2NO11S4 in total at a distorted geometry (the ωB97M-V functional and the def2-TZVPD basis).

Calculated values
net charge	+1

Atoms and positions in Å:
C: 0.07042 0.40444 4.12309
C: 1.21049 0.32360 3.02400
C: 1.50847 -1.13061 2.49951
C: 0.68557 -1.49877 1.19406
C: -0.82906 -1.35836 1.56865
N: -1.78255 -2.08975 0.67158
C: -1.49436 -3.51906 0.33645
C: -2.90164 -3.90621 -0.29133
F: -3.74149 -4.35658 0.74090
C: -3.39627 -2.55166 -0.98541
C: -2.43568 -1.37426 -0.47371
C: -3.22368 -0.12081 0.01546
C: -4.25595 0.45087 -1.01284
C: -4.89911 1.73348 -0.35867
F: -5.20898 1.54153 0.98973
C: -1.42100 -1.23376 -1.66702
O: -1.94366 -0.46841 -2.74401
C: -1.10504 -0.56703 -3.90837
O: -0.57338 0.66572 -4.30077
C: 0.78490 0.82621 -3.89718
C: 1.64668 1.54955 -4.99652
O: 1.23419 1.16128 -6.32982
H: 0.36111 0.98698 5.01395
H: -0.32193 -0.61213 4.37254
H: -0.80143 0.93203 3.63955
H: 1.02128 1.05589 2.19565
H: 2.15498 0.68336 3.51046
H: 1.21686 -1.84649 3.30210
H: 2.60163 -1.17661 2.27392
H: 0.99324 -2.54624 0.94142
H: 1.00971 -0.84936 0.35102
H: -0.94358 -1.81676 2.58614
H: -1.05325 -0.27926 1.69393
H: -2.59673 -2.22212 1.29598
H: -1.16989 -4.06617 1.24624
H: -0.78158 -3.68250 -0.50664
H: -2.88186 -4.74662 -1.02254
H: -4.47014 -2.29526 -0.81386
H: -3.32069 -2.78887 -2.06859
H: -2.56126 0.69431 0.40405
H: -3.82086 -0.45350 0.91069
H: -5.04931 -0.30542 -1.22749
H: -3.81688 0.79590 -1.97339
H: -5.78766 2.09602 -0.93332
H: -4.15082 2.56586 -0.42600
H: -1.22417 -2.26679 -2.06306
H: -0.46570 -0.74683 -1.33417
H: -0.34063 -1.37126 -3.78098
H: -1.78193 -0.89305 -4.73963
H: 1.31685 -0.12490 -3.65924
H: 0.85451 1.47696 -2.98258
H: 2.72509 1.27408 -4.87044
H: 1.57091 2.66121 -4.92811
H: 1.74090 1.74217 -6.90724
C: 5.06024 -1.15506 -7.49591
C: 6.41354 -0.45777 -7.66339
C: 6.59557 0.48340 -6.46852
S: 5.66128 -0.23518 -5.11982
O: 4.56846 0.65262 -4.78766
O: 6.57140 -0.73124 -4.11395
C: 5.00893 -1.61576 -6.04404
H: 4.94775 -1.99205 -8.18504
H: 4.25162 -0.44501 -7.69183
H: 7.21047 -1.20605 -7.66741
H: 6.47295 0.08764 -8.60557
H: 7.64047 0.56827 -6.17553
H: 6.18591 1.47274 -6.67140
H: 4.00220 -1.84780 -5.70096
H: 5.66879 -2.46845 -5.87669
C: 9.47939 -2.21727 -1.41215
C: 10.11134 -3.59713 -1.62023
C: 9.03518 -4.64444 -1.31843
S: 7.46338 -3.86473 -1.68256
O: 6.71933 -3.73117 -0.45095
O: 6.88875 -4.47454 -2.86071
C: 8.13031 -2.26862 -2.11965
H: 10.10854 -1.41974 -1.80829
H: 9.33499 -2.03476 -0.34346
H: 10.43877 -3.69449 -2.65886
H: 10.98751 -3.74009 -0.98676
H: 9.14814 -5.53139 -1.93939
H: 9.03440 -4.92642 -0.26579
H: 7.44759 -1.48401 -1.80321
H: 8.25174 -2.24502 -3.20148
C: -6.72930 4.97859 1.23081
C: -7.42741 3.68558 1.66391
C: -8.20434 3.99216 2.94768
S: -8.61947 5.73397 2.87887
O: -7.91891 6.41559 3.94072
O: -10.04177 5.87860 2.68317
C: -7.78295 6.07485 1.33798
H: -6.33055 4.90469 0.21777
H: -5.89675 5.19286 1.90704
H: -8.12161 3.36672 0.88069
H: -6.71553 2.87548 1.81916
H: -9.12003 3.40756 3.01572
H: -7.59280 3.82780 3.83454
H: -7.36096 7.07785 1.36086
H: -8.51813 5.99467 0.53614
C: -2.92445 1.58924 9.15735
C: -3.83061 1.92240 7.96827
C: -2.97430 1.83572 6.70099
S: -1.67547 0.65395 7.05583
O: -0.40897 1.34815 7.05395
O: -1.89665 -0.54614 6.27955
C: -2.14600 0.34386 8.74913
H: -3.49792 1.42112 10.06886
H: -2.23505 2.41802 9.33988
H: -4.64321 1.19297 7.91434
H: -4.28354 2.90896 8.06962
H: -3.55177 1.48855 5.84572
H: -2.50463 2.79139 6.46866
H: -1.25744 0.17322 9.35432
H: -2.78404 -0.54092 8.75995

[4]
Entry from the OMol25 dataset: a cluster of 2 separate species, C5H13FNO5PS in total at a distorted geometry (the ωB97M-V functional and the def2-TZVPD basis).

Calculated values
SMILES	CC(C)=NP(O)S(=O)(=O)F.OCCO
relative energy (zero: lowest compared OMol25 entry of this formula, charge and spin)	171.8	kcal/mol

Atoms and positions in Å:
C: 2.78105 2.81740 1.51627
C: 2.82031 1.24614 2.05891
C: 4.08612 0.25915 1.61327
N: 1.88343 0.69556 2.89648
P: 0.75476 -0.39101 2.04960
O: 1.27716 -0.79296 0.43757
S: -1.08150 0.79032 1.91617
O: -1.52464 0.98768 3.41598
O: -0.77545 2.23264 1.39304
F: -2.28266 -0.03689 0.99954
H: 3.27420 3.55260 2.30563
H: 1.67228 3.16963 1.38326
H: 3.35661 2.98029 0.51026
H: 3.96893 -0.06626 0.49508
H: 5.06005 0.85926 1.85799
H: 4.01115 -0.71650 2.29274
H: 1.54479 0.01732 -0.09298
C: -3.96003 -1.63439 -2.72646
C: -2.61816 -1.85651 -2.03804
O: -1.56884 -1.71196 -2.99747
O: -4.11262 -2.56413 -3.79671
H: -4.78895 -1.76761 -2.02657
H: -4.01213 -0.63017 -3.15660
H: -2.55392 -2.87410 -1.64064
H: -2.46048 -1.14365 -1.22434
H: -1.52383 -0.76935 -3.23841
H: -3.22763 -2.65252 -4.20358

Values of gap between HOMO and LUMO, in order: 0.3008, 0.4445, 0.3495, 0.2770, all in Ha.